{"formula": "C4H5F", "method": "wB97M-V/def2-TZVPD", "elements": ["F", "C", "C", "C", "C", "H", "H", "H", "H", "H"], "positions_angstrom": [[-1.0621, -1.5982, -0.3072], [-0.3303, -0.5795, 0.3502], [1.1198, -0.6608, 0.1614], [-1.0368, 0.8015, -0.1148], [2.2847, -0.3604, -0.1778], [-1.6143, 1.1782, 0.7045], [-0.3474, 1.5850, -0.5777], [3.2515, 0.0131, -0.5102], [-1.7455, 0.4841, -0.9598], [-0.5197, -0.8630, 1.4314]], "forces_ev_per_angstrom": [[0.7945, 0.1293, -0.1650], [-1.4316, 0.1166, 1.1227], [3.9829, 1.7780, -2.3133], [0.9161, -1.3307, -1.8075], [-3.6901, -0.7307, 1.0652], [-0.2181, 0.4245, 0.3318], [-0.7028, -1.2002, 1.0211], [-0.6357, -0.5958, 0.4095], [0.9458, 0.4493, 1.3178], [0.0389, 0.9596, -0.9824]], "lumo_energy_ev": 1.0, "e_tot_ha": -255.1771, "smiles": "C#C[C@@H](C)F", "orbital_gap_ha": 0.414, "homo_ev": -10.22, "de_lowest_kj_mol": 144.1}



{"formula": "C4H5F3N3O", "method": "wB97M-V/def2-TZVPD", "elements": ["F", "F", "F", "O", "N", "N", "N", "C", "C", "C", "C", "H", "H", "H", "H", "H"], "positions_angstrom": [[3.4952, -0.8033, 0.4628], [1.8470, -1.2584, -0.8652], [1.5902, -1.4280, 1.2746], [1.7986, 0.5895, 0.3982], [-2.4056, -0.2452, -0.6543], [-0.9717, 0.1812, 0.8361], [-1.3256, 0.2313, -1.3320], [-0.4546, 0.4948, -0.3983], [0.9091, 1.0820, -0.5846], [2.1948, -0.7204, 0.3052], [-2.1985, -0.2880, 0.6410], [1.2471, 0.9233, -1.6050], [-0.4770, 0.2537, 1.7155], [0.8505, 2.1568, -0.4174], [-3.2235, -0.5281, -1.1759], [-2.8759, -0.6410, 1.3993]], "forces_ev_per_angstrom": [[-0.0800, -0.0250, 0.0526], [0.0193, -0.0949, -0.0335], [0.0368, -0.0262, -0.0357], [0.1216, -0.0380, 0.0132], [0.3219, 0.1239, -0.2001], [0.1399, 0.0667, -0.1462], [0.0769, 0.0375, 0.4055], [-0.2561, -0.1016, -0.2921], [-0.1817, 0.2007, -0.0439], [0.0068, 0.1540, 0.0220], [-0.1423, -0.0885, 0.0939], [0.0169, -0.1338, -0.0257], [-0.0031, -0.0348, 0.0675], [0.0746, 0.0128, 0.0582], [-0.0777, -0.0344, 0.0616], [-0.0739, -0.0184, 0.0027]], "lumo_energy_ev": -4.0, "e_tot_ha": -694.2962, "smiles": "FC(F)(F)OCc1n[nH]c[nH+]1", "charge": 1, "orbital_gap_ha": 0.443, "homo_ev": -16.04, "de_lowest_kj_mol": 0.0}



{"formula": "C4H5F3N4O2", "method": "wB97M-V/def2-TZVPD", "elements": ["F", "F", "F", "O", "O", "N", "N", "N", "N", "C", "C", "C", "C", "H", "H", "H", "H", "H"], "positions_angstrom": [[-3.5419, 0.5111, 1.2793], [-3.6122, -1.2842, 0.2944], [-3.5332, 0.5753, -0.8114], [0.9849, -0.7416, 1.5352], [2.7769, 0.1087, 0.5044], [-1.2247, -2.2422, -0.7313], [0.7207, -3.1669, 0.0908], [-0.2027, -2.5385, -0.3096], [0.8222, 0.7268, -0.2742], [1.5962, 0.0558, 0.6238], [-2.9648, -0.1219, 0.2265], [-0.6463, 0.7817, -0.4159], [-1.4837, -0.2239, 0.3589], [1.3628, 1.2820, -0.9552], [-1.1124, 1.7345, -0.1410], [0.0427, -0.6705, 1.3889], [1.2078, -2.7728, 0.9905], [-0.8071, 0.9443, -1.4095]], "forces_ev_per_angstrom": [[1.5581, 0.9684, 0.8648], [0.8500, -1.0124, -0.9853], [1.1396, -0.4657, -0.5463], [1.2846, 0.5540, -0.0850], [1.5537, -0.1028, 0.5414], [1.2288, 1.0548, 0.1591], [3.1138, 0.0602, 2.1715], [-2.9892, -0.5898, -0.4803], [-1.7379, 0.7704, -0.4771], [-0.1809, -0.4741, -0.3279], [-3.3652, 0.5103, 0.2882], [0.1768, -1.3708, 2.6357], [1.6064, 1.4037, -0.6149], [-0.4924, -0.6760, 0.7861], [0.0033, 0.3977, 1.2058], [-1.6970, 0.0252, 0.1590], [-1.2072, -0.5627, -2.0674], [-0.8453, -0.4906, -3.2273]], "lumo_energy_ev": [-2.1, -2.1], "e_tot_ha": -824.3386, "orbital_gap_ha": [0.311, 0.311], "homo_ev": [-10.57, -10.57]}